(1)
# C20H18N2O3S

One molecule with the formula C20H18N2O3S (ωB97M-V/def2-TZVPD, OMol25).

Strongest force on any atom: 0.91 eV/A
E_tot: -40990.900 eV
Gap between HOMO and LUMO: 8.866 eV
LUMO level: 0.00369 Eh
Total charge: 0
HOMO energy: -0.32213 Ha
Energy relative to the best compared isomer or geometry (same formula, charge and spin): 43.2 kJ/mol

Last column: Löwdin charge in e.
Geometry (Å):
1 S -0.5708 0.9345 -0.8787  0.666
2 O 3.4998 1.1384 2.2494  0.075
3 O -0.5169 2.2254 -1.5016  -0.279
4 O -0.0015 -0.1868 -1.5823  -0.301
5 N 0.1409 1.0295 0.6386  -0.109
6 N 2.9469 1.2003 0.0272  -0.052
7 C -5.7802 -2.6194 0.3748  -0.076
8 C -6.6250 -1.5701 0.7705  -0.075
9 C 2.1445 2.3969 0.0639  -0.124
10 C 5.0034 -1.4653 1.3608  -0.003
11 C -4.8552 0.0227 0.3682  -0.159
12 C 3.1278 0.4172 -1.1768  -0.073
13 C -2.6808 -0.7384 -0.4293  0.003
14 C 4.5189 -1.7820 -1.3946  -0.022
15 C -6.1740 -0.2795 0.7673  -0.031
16 C 5.2954 -2.6935 -0.6932  -0.077
17 C -3.0828 1.6118 -0.0406  -0.052
18 C 3.9879 -0.7104 -0.7053  -0.137
19 C -4.0007 -1.0412 -0.0314  -0.150
20 C -4.4964 -2.3618 -0.0177  -0.027
21 C 3.5472 0.6690 1.1286  -0.410
22 C 5.5353 -2.5389 0.6658  -0.079
23 C -2.2521 0.5548 -0.4286  -0.273
24 C -4.3650 1.3479 0.3509  -0.010
25 C 0.9011 2.2201 0.9535  -0.208
26 C 4.2305 -0.5559 0.6596  -0.083
27 H 4.3346 -1.9091 -2.4507  0.114
28 H -5.0245 2.1488 0.6516  0.117
29 H -3.8407 -3.1632 -0.3243  0.115
30 H -7.6361 -1.7926 1.0776  0.104
31 H -6.1550 -3.6320 0.3835  0.104
32 H 0.2390 3.0744 0.8112  0.116
33 H 2.7412 3.2242 0.4640  0.134
34 H -6.8222 0.5298 1.0705  0.112
35 H 6.1441 -3.2651 1.1838  0.102
36 H -2.0088 -1.5207 -0.7469  0.120
37 H 0.6544 0.1825 0.8323  0.111
38 H 1.8286 2.6303 -0.9535  0.115
39 H 2.1650 0.0660 -1.5703  0.108
40 H 5.1796 -1.3284 2.4164  0.119
41 H 3.6180 1.0119 -1.9571  0.145
42 H -2.6860 2.6133 -0.0771  0.113
43 H 5.7213 -3.5385 -1.2140  0.102
44 H 1.2053 2.1555 2.0001  0.118

---

(2)
# C20H18N6O3

One molecule with the formula C20H18N6O3 (ωB97M-V/def2-TZVPD, OMol25).

Strongest force on any atom: 3.42 eV/A
E_tot: -36115.760 eV
Gap between HOMO and LUMO: 8.758 eV
LUMO level: -0.00477 Eh
Total charge: 0
HOMO energy: -0.32661 Ha
Energy relative to the best compared isomer or geometry (same formula, charge and spin): 5.0 kJ/mol

Last column: Löwdin charge in e.
Geometry (Å):
1 O 1.1940 5.9179 -0.1198  0.158
2 O -0.1441 6.3523 1.6871  0.142
3 O 3.1087 0.5433 -2.9181  0.054
4 N -4.9972 -4.8410 -1.0944  0.055
5 N -1.8615 -1.6417 1.2400  0.183
6 N 0.4710 4.1302 1.0637  0.224
7 N 2.2938 -0.1988 -0.9278  0.066
8 N -0.3860 -2.8390 -0.1080  0.176
9 N -1.2192 -0.1062 2.6617  -0.015
10 C 0.4491 5.4112 0.8989  -0.395
11 C 2.6184 4.6555 -1.7660  0.025
12 C -1.6298 -2.6130 0.3332  -0.245
13 C 1.2725 3.7379 0.0090  -0.222
14 C -2.7563 -3.4195 -0.1355  -0.147
15 C -2.6388 -4.4110 -1.1023  -0.010
16 C 2.3286 2.1986 -1.5047  -0.126
17 C -5.1172 -3.8898 -0.1526  -0.150
18 C 1.7323 4.8431 -0.7047  -0.207
19 C 2.5025 -1.5849 -1.2792  -0.181
20 C -3.7697 -5.0984 -1.5687  -0.126
21 C 0.6435 -2.1742 0.3731  -0.270
22 C 2.9305 3.3305 -2.1654  0.023
23 C 2.5907 0.8100 -1.8279  -0.429
24 C 1.5437 2.4542 -0.3931  0.043
25 C -0.5894 1.2017 2.8583  -0.079
26 C 0.4576 -1.1679 1.3050  0.018
27 C -4.0545 -3.1632 0.3357  -0.025
28 C 2.0356 -2.4719 -0.1390  -0.123
29 C -0.8316 -0.9891 1.7022  -0.375
30 H 2.7353 -2.3849 0.6898  0.115
31 H -3.6269 -5.9017 -2.2470  0.092
32 H 1.3153 -0.6902 1.7707  0.125
33 H 2.0724 -3.5341 -0.4590  0.129
34 H -4.2881 -2.4287 1.1094  0.108
35 H 1.8684 -1.8499 -2.1570  0.137
36 H 0.4334 1.1154 3.2637  0.086
37 H 1.1047 1.6495 0.2241  0.110
38 H -1.6926 -4.7029 -1.5263  0.103
39 H -0.0885 7.1615 1.1711  0.120
40 H 3.0444 5.5013 -2.3190  0.120
41 H 3.5972 3.1333 -3.0126  0.120
42 H -2.2468 -0.1203 2.7708  0.141
43 H 1.9336 0.0424 -0.0151  0.078
44 H -0.5980 1.7854 1.9183  0.068
45 H -1.1639 1.7040 3.5980  0.068
46 H 3.5462 -1.7926 -1.5846  0.132
47 H -6.1229 -3.6642 0.2440  0.111

---

(3)
# C20H18N7Pt

C20H18N7Pt as an isolated structure (ωB97M-V/def2-TZVPD, OMol25).

Strongest force on any atom: 1.41 eV/A
E_tot: -34702.071 eV
Gap between HOMO and LUMO (alpha / beta): 7.814 / 7.152 eV
2S+1: 3
Expectation value of S²: 2.01
LUMO level (alpha / beta): -0.11112 / -0.14846 Eh
Total charge: +1
HOMO energy (alpha / beta): -0.39826 / -0.41129 Ha

Last column: Löwdin charge in e.
Geometry (Å):
1 Pt -0.0239 -0.9444 0.4256  1.192
2 N -2.3795 -6.4926 2.8324  0.124
3 N 1.8224 -1.0065 -1.0370  0.000
4 N -0.9277 -5.0253 1.5438  0.117
5 N 0.8616 1.2523 0.4327  -0.245
6 N -0.0895 -2.8348 1.0560  -0.114
7 N -1.1523 0.1150 -1.1489  -0.035
8 N -1.0999 0.2261 2.1409  -0.006
9 C 0.0035 2.1043 -0.4002  -0.099
10 C 0.8377 1.6786 1.8355  -0.129
11 C 2.9360 -1.8249 -2.9709  -0.028
12 C 2.2331 1.1908 -0.0816  -0.116
13 C 3.3396 0.3997 -2.2046  -0.001
14 C -2.6314 0.4588 3.9411  -0.026
15 C -0.7651 1.3502 -1.4580  -0.248
16 C -2.1805 -0.1769 2.7975  -0.104
17 C 2.0566 -1.9761 -1.9109  -0.106
18 C -0.4229 1.2885 2.5706  -0.266
19 C -1.9270 1.5576 4.4100  -0.026
20 C 2.4457 0.1647 -1.1679  -0.259
21 C -1.1374 1.9403 -2.6593  0.006
22 C -0.5879 -3.8597 1.3676  -0.345
23 C -2.3152 -0.0629 -3.2131  -0.026
24 C -1.7063 -5.7600 2.2515  -0.378
25 C -1.9235 1.2243 -3.5482  -0.023
26 C -0.8083 1.9826 3.7112  0.000
27 C -1.9033 -0.5799 -1.9988  -0.103
28 C 3.5860 -0.6089 -3.1223  -0.029
29 H 3.8464 1.3505 -2.2809  0.121
30 H -2.2444 2.0816 5.2986  0.120
31 H 2.8908 0.8973 0.7433  0.140
32 H 4.2809 -0.4487 -3.9327  0.120
33 H 2.5635 2.1779 -0.4351  0.136
34 H -2.6901 -1.0415 2.3957  0.116
35 H 0.5841 2.9069 -0.8756  0.138
36 H -2.9305 -0.6515 -3.8746  0.118
37 H 3.1125 -2.6394 -3.6530  0.115
38 H -0.8282 2.9466 -2.8918  0.123
39 H -3.5110 0.1015 4.4502  0.117
40 H -2.1997 -1.5708 -1.6778  0.120
41 H -0.2325 2.8312 4.0481  0.123
42 H 1.6634 1.1803 2.3547  0.139
43 H 1.5324 -2.9064 -1.7432  0.116
44 H -0.7466 2.5788 0.2436  0.146
45 H 0.9960 2.7630 1.9221  0.144
46 H -2.2273 1.6618 -4.4863  0.121

---

(4)
# C20H18N9O6Rh

C20H18N9O6Rh as an isolated structure (ωB97M-V/def2-TZVPD, OMol25).

Strongest force on any atom: 1.55 eV/A
E_tot: -49719.372 eV
Gap between HOMO and LUMO: 5.388 eV
LUMO level: -0.26952 Eh
Total charge: +2
HOMO energy: -0.46754 Ha
Energy relative to the best compared isomer or geometry (same formula, charge and spin): 199.7 kJ/mol

Last column: Löwdin charge in e.
Geometry (Å):
1 Rh 0.4682 2.7397 -0.4216  1.247
2 O -3.6595 3.6052 0.0185  0.110
3 O 3.1223 0.7236 1.6626  0.170
4 O -1.1756 6.0204 1.6453  0.224
5 O -2.5209 2.2054 1.1953  0.098
6 O -0.1594 4.8960 -0.0072  0.026
7 O 2.3235 2.1305 0.1035  -0.146
8 N -3.2894 3.1014 -2.5660  0.242
9 N 0.3372 0.7532 -0.6525  -0.086
10 N 0.2871 2.9205 -2.5486  0.009
11 N -1.7192 2.7700 -0.7920  0.067
12 N -2.7082 2.8762 0.2094  -0.387
13 N 0.0334 -4.1458 0.3971  0.195
14 N 0.6170 3.0590 1.5634  0.017
15 N 1.5391 -4.2494 -1.2516  0.179
16 N -1.0578 2.8339 -2.9754  0.046
17 C -0.8014 3.5436 3.3541  0.064
18 C 1.3228 -5.5454 -0.8485  -0.175
19 C -0.2501 3.8974 2.1467  -0.149
20 C 0.8720 1.7747 3.5018  0.079
21 C 1.8085 -6.7668 -1.3163  -0.006
22 C 0.6430 -2.0177 -0.5569  -0.083
23 C 0.3757 -5.4552 0.1868  -0.212
24 C -0.2683 -1.3518 0.2733  0.043
25 C 2.3254 1.5351 1.2957  -0.534
26 C 1.2463 0.1326 -1.4279  -0.101
27 C -0.0988 -6.6166 0.8148  0.002
28 C 0.3846 -7.8182 0.3642  -0.062
29 C 1.3260 -7.8902 -0.6873  -0.057
30 C -2.0743 2.9345 -2.0700  -0.365
31 C 0.7432 -3.4571 -0.4640  -0.287
32 C -0.1933 2.4699 4.0449  0.039
33 C -0.3905 0.0102 0.2063  -0.079
34 C 1.2323 2.0930 2.1983  -0.140
35 C 1.4089 -1.2292 -1.4249  0.042
36 C -0.5597 4.9860 1.1550  -0.428
37 H 2.1595 -1.6538 -2.0760  0.126
38 H -3.4468 3.1696 -3.5582  0.144
39 H -0.8067 -6.5515 1.6291  0.119
40 H -1.2381 2.9718 -3.9582  0.171
41 H 2.5128 -6.8330 -2.1342  0.116
42 H 0.8533 2.2875 -3.1089  0.125
43 H 1.4279 1.0297 4.0549  0.148
44 H 0.0427 -8.7382 0.8176  0.112
45 H -1.2957 6.7148 0.9731  0.174
46 H 2.1848 -3.9591 -1.9643  0.160
47 H -1.4971 4.1929 3.8692  0.146
48 H 1.8913 0.7523 -2.0334  0.116
49 H -0.8680 -1.9226 0.9679  0.130
50 H -0.5478 2.2301 5.0384  0.136
51 H -4.0635 3.2893 -1.9462  0.121
52 H 1.6776 -8.8628 -1.0038  0.114
53 H -1.1012 0.5435 0.8227  0.098
54 H 0.6246 3.8712 -2.7157  0.143